ORCA calculation (wB97M-V/def2-TZVPD) on 12 unconnected molecules or ions with the total composition C24H72O12S10 at a distorted geometry.

Properties
Molecular weight   873.50 g mol⁻¹
Kohn-Sham gap   0.284 Eh
Lowest unoccupied orbital energy   -0.009 Ha
F_max   16.774 eV/A
Energy relative to the best compared isomer or geometry (same formula, charge and spin)   62.3 kcal per mole
HOMO level   -7.99 eV

Geometry as ORCA input:
```
! wB97M-V def2-TZVPD RIJCOSX def2/J DEFGRID3
* xyz 0 1
C -2.92 -3.01 -3.17
C -1.46 -2.84 -3.00
O -0.86 -4.01 -2.40
H -3.19 -1.92 -3.53
H -3.36 -3.14 -2.20
H -3.44 -3.79 -3.64
H -1.50 -1.84 -2.26
H -0.92 -2.61 -4.06
H -1.05 -4.07 -1.55
C 4.45 1.21 -0.19
C 3.79 1.01 1.18
O 4.70 0.09 1.92
H 4.00 2.11 -0.56
H 4.31 0.48 -0.90
H 5.50 1.51 -0.22
H 2.94 0.61 1.11
H 3.57 1.88 1.97
H 4.14 -0.41 2.42
C 4.10 3.50 -5.06
S 3.44 3.98 -3.43
O 2.05 4.59 -3.61
C 3.12 2.29 -2.88
H 4.77 4.15 -5.70
H 3.28 3.14 -5.73
H 4.81 2.90 -5.02
H 2.33 1.97 -3.40
H 2.73 2.22 -1.73
H 4.08 1.72 -3.02
C 2.41 -2.41 -0.89
S 2.75 -1.63 -2.53
O 4.29 -1.42 -2.64
C 2.44 -2.96 -3.59
H 1.34 -2.73 -0.80
H 2.63 -1.62 -0.23
H 3.13 -3.17 -0.77
H 2.12 -2.72 -4.54
H 1.69 -3.73 -3.27
H 3.29 -3.65 -3.48
C -2.50 -6.05 0.51
S -1.44 -4.88 1.33
O -0.87 -3.99 0.23
C -2.85 -3.85 1.98
H -2.02 -6.85 -0.13
H -3.22 -5.65 -0.41
H -3.15 -6.64 1.13
H -3.59 -4.38 2.58
H -3.23 -3.41 1.11
H -2.53 -2.96 2.35
C -3.46 -0.64 4.25
S -2.46 -1.79 5.10
O -1.02 -1.95 4.61
C -2.26 -0.91 6.68
H -3.01 0.39 4.17
H -4.31 -0.46 4.79
H -3.39 -1.05 3.32
H -3.08 -0.83 7.40
H -1.42 -0.10 6.54
H -1.65 -1.62 7.29
C -4.22 -0.90 -0.45
S -4.53 0.82 -0.63
O -3.07 1.33 -0.81
C -4.94 0.83 -2.37
H -4.03 -1.28 0.48
H -3.57 -1.05 -0.98
H -5.17 -1.35 -0.90
H -3.94 0.45 -2.76
H -5.03 1.65 -2.92
H -5.89 0.10 -2.42
C 0.41 1.55 -5.90
S -0.48 2.68 -4.87
O -1.45 3.35 -5.77
C -1.32 1.48 -3.82
H -0.42 1.20 -6.44
H 0.92 0.75 -5.37
H 1.10 2.16 -6.34
H -2.00 2.24 -3.24
H -0.58 0.85 -3.39
H -2.14 0.88 -4.46
C 0.47 1.85 0.58
S -0.29 0.64 -0.34
O 0.69 0.31 -1.45
C -0.32 -0.73 0.76
H 0.07 2.00 1.60
H 0.61 2.86 0.18
H 1.44 1.51 0.88
H -0.98 -0.63 1.64
H 0.73 -0.94 1.18
H -0.73 -1.55 0.18
C 2.85 -2.77 5.28
S 2.14 -2.16 3.71
O 3.28 -1.41 3.08
C 2.11 -3.65 2.75
H 3.75 -3.05 5.00
H 2.12 -3.56 5.46
H 3.01 -1.94 5.91
H 2.99 -3.99 2.74
H 1.64 -3.64 1.80
H 1.52 -4.30 3.25
C 0.62 3.59 4.50
S -0.09 2.53 5.62
O -1.55 2.58 5.55
C 0.54 1.04 4.77
H 0.25 3.48 3.63
H 1.72 3.55 4.31
H 0.54 4.71 5.00
H 0.17 1.13 3.76
H 0.16 0.10 5.35
H 1.67 0.87 4.48
C -1.17 6.83 -0.77
S 0.10 5.70 -1.07
O 0.55 5.27 0.29
C -0.83 4.34 -1.76
H -2.02 6.46 -0.04
H -1.58 7.11 -1.80
H -0.75 7.78 -0.29
H -0.23 3.53 -1.88
H -1.19 4.73 -2.64
H -1.79 3.99 -1.23
*
```